No. 1
# C36H64NO16

6 unconnected molecules or ions with the total composition C36H64NO16 in a non-equilibrium geometry (ωB97M-V with the def2-TZVPD basis set, OMol25).

Bonds (Å) are listed after each position.
Positions of all 117 atoms, in Å:
1 C 2.259 1.859 2.013  C2 1.540, H19 1.091, H20 1.095, H21 1.097
2 C 3.204 0.770 2.556  C1 1.540, C3 1.550, C9 1.557, C18 1.552
3 C 3.605 -0.226 1.438  C2 1.550, C4 1.395, C8 1.377
4 C 2.792 -0.424 0.321  C3 1.395, C5 1.380, H22 1.087
5 C 3.124 -1.331 -0.664  C4 1.380, C6 1.377, H23 1.086
6 C 4.291 -2.047 -0.515  C5 1.377, C7 1.366, H24 1.091
7 C 5.124 -1.889 0.556  C6 1.366, C8 1.383, H25 1.084
8 C 4.761 -0.971 1.524  C3 1.377, C7 1.383, H26 1.087
9 C 4.433 1.519 3.150  C2 1.557, C10 1.551, H27 1.093, H28 1.097
10 C 4.327 1.907 4.648  C9 1.551, C11 1.548, C12 1.551, N13 1.484
11 C 5.282 1.010 5.473  C10 1.548, H29 1.091, H30 1.096, H31 1.097
12 C 4.885 3.350 4.758  C10 1.551, H32 1.094, H33 1.095, H34 1.094
13 N 2.937 1.958 5.164  C10 1.484, O14 1.294, C15 1.494
14 O 2.920 2.253 6.424  N13 1.294
15 C 2.179 0.685 4.974  N13 1.494, C16 1.538, C17 1.562, C18 1.548
16 C 2.249 -0.289 6.162  C15 1.538, H35 1.093, H36 1.091, H37 1.099
17 C 0.672 1.076 4.841  C15 1.562, H38 1.091, H39 1.093, H40 1.099
18 C 2.560 -0.081 3.683  C2 1.552, C15 1.548, H41 1.101, H42 1.095
19 H 1.302 1.448 1.688  C1 1.091
20 H 2.162 2.621 2.794  C1 1.095
21 H 2.810 2.342 1.197  C1 1.097
22 H 1.850 0.102 0.188  C4 1.087
23 H 2.450 -1.449 -1.506  C5 1.086
24 H 4.547 -2.782 -1.278  C6 1.091
25 H 6.028 -2.476 0.673  C7 1.084
26 H 5.405 -0.848 2.392  C8 1.087
27 H 5.352 0.936 3.050  C9 1.093
28 H 4.600 2.409 2.531  C9 1.097
29 H 5.138 1.082 6.552  C11 1.091
30 H 6.299 1.363 5.263  C11 1.096
31 H 5.252 -0.021 5.101  C11 1.097
32 H 5.926 3.372 4.422  C12 1.094
33 H 4.877 3.657 5.809  C12 1.095
34 H 4.265 4.056 4.198  C12 1.094
35 H 3.261 -0.492 6.518  C16 1.093
36 H 1.600 0.022 6.982  C16 1.091
37 H 1.849 -1.246 5.798  C16 1.099
38 H 0.503 1.848 4.088  C17 1.091
39 H 0.235 1.317 5.813  C17 1.093
40 H 0.154 0.166 4.509  C17 1.099
41 H 3.312 -0.833 3.966  C18 1.101
42 H 1.714 -0.650 3.284  C18 1.095
43 C -3.416 -1.332 -4.011  C44 1.515, H50 1.091, H51 1.090, H52 1.089
44 C -2.402 -2.109 -4.825  C43 1.515, O45 1.437, H53 1.089, H54 1.091
45 O -1.136 -2.196 -4.150  C44 1.437, C46 1.330
46 C -1.071 -3.067 -3.148  O45 1.330, O47 1.205, O48 1.335
47 O -1.961 -3.785 -2.767  C46 1.205
48 O 0.150 -2.994 -2.615  C46 1.335, C49 1.430
49 C 0.336 -3.810 -1.456  O48 1.430, H55 1.088, H56 1.090, H57 1.087
50 H -3.021 -0.349 -3.748  C43 1.091
51 H -4.340 -1.204 -4.575  C43 1.090
52 H -3.653 -1.845 -3.079  C43 1.089
53 H -2.207 -1.588 -5.760  C44 1.089
54 H -2.764 -3.107 -5.077  C44 1.091
55 H 0.069 -4.847 -1.650  C49 1.088
56 H -0.253 -3.418 -0.627  C49 1.090
57 H 1.389 -3.762 -1.190  C49 1.087
58 C -4.632 -5.484 -1.319  C59 1.513, H65 1.091, H66 1.090, H67 1.090
59 C -4.942 -4.593 -2.502  C58 1.513, O60 1.439, H68 1.089, H69 1.092
60 O -5.472 -5.345 -3.609  C59 1.439, C61 1.331
61 C -6.743 -5.722 -3.495  O60 1.331, O62 1.204, O63 1.337
62 O -7.479 -5.484 -2.573  C61 1.204
63 O -7.064 -6.429 -4.583  C61 1.337, C64 1.428
64 C -8.381 -6.981 -4.552  O63 1.428, H70 1.088, H71 1.090, H72 1.087
65 H -3.968 -6.296 -1.620  C58 1.091
66 H -4.153 -4.909 -0.526  C58 1.090
67 H -5.538 -5.937 -0.917  C58 1.090
68 H -4.022 -4.135 -2.860  C59 1.089
69 H -5.628 -3.788 -2.230  C59 1.092
70 H -9.125 -6.211 -4.359  C64 1.088
71 H -8.441 -7.763 -3.795  C64 1.090
72 H -8.568 -7.418 -5.529  C64 1.087
73 C 4.495 -3.057 -8.171  C74 1.515, H80 1.091, H81 1.090, H82 1.089
74 C 3.751 -1.827 -8.647  C73 1.515, O75 1.434, H83 1.089, H84 1.090
75 O 2.547 -1.612 -7.898  C74 1.434, C76 1.334
76 C 2.713 -1.103 -6.677  O75 1.334, O77 1.204, O78 1.334
77 O 3.763 -0.806 -6.168  C76 1.204
78 O 1.512 -0.995 -6.107  C76 1.334, C79 1.429
79 C 1.546 -0.548 -4.750  O78 1.429, H85 1.089, H86 1.089, H87 1.085
80 H 3.839 -3.929 -8.188  C73 1.091
81 H 5.360 -3.250 -8.807  C73 1.090
82 H 4.844 -2.934 -7.146  C73 1.089
83 H 3.440 -1.964 -9.681  C74 1.089
84 H 4.381 -0.937 -8.612  C74 1.090
85 H 2.101 0.384 -4.655  C79 1.089
86 H 1.984 -1.318 -4.115  C79 1.089
87 H 0.520 -0.382 -4.437  C79 1.085
88 C -4.998 3.436 1.362  C89 1.515, H95 1.091, H96 1.090, H97 1.090
89 C -4.946 2.513 2.562  C88 1.515, O90 1.437, H98 1.089, H99 1.091
90 O -4.489 1.199 2.203  C89 1.437, C91 1.328
91 C -3.182 1.085 1.993  O90 1.328, O92 1.205, O93 1.335
92 O -2.366 1.968 2.081  C91 1.205
93 O -2.923 -0.177 1.641  C91 1.335, C94 1.426
94 C -1.560 -0.407 1.294  O93 1.426, H100 1.090, H101 1.091, H102 1.087
95 H -5.601 2.994 0.567  C88 1.091
96 H -5.427 4.399 1.640  C88 1.090
97 H -4.002 3.610 0.954  C88 1.090
98 H -5.948 2.380 2.966  C89 1.089
99 H -4.325 2.923 3.359  C89 1.091
100 H -0.890 -0.083 2.090  C94 1.090
101 H -1.316 0.107 0.364  C94 1.091
102 H -1.427 -1.477 1.150  C94 1.087
103 C -1.544 4.627 3.030  C104 1.513, H110 1.091, H111 1.087, H112 1.091
104 C -0.973 4.920 1.659  C103 1.513, O105 1.437, H113 1.089, H114 1.091
105 O -1.493 6.148 1.122  C104 1.437, C106 1.331
106 C -0.978 7.264 1.634  O105 1.331, O107 1.204, O108 1.337
107 O -0.123 7.334 2.479  C106 1.204
108 O -1.586 8.304 1.055  C106 1.337, C109 1.428
109 C -1.195 9.573 1.580  O108 1.428, H115 1.088, H116 1.090, H117 1.087
110 H -2.635 4.633 2.997  C103 1.091
111 H -1.206 3.657 3.386  C103 1.087
112 H -1.240 5.385 3.752  C103 1.091
113 H -1.270 4.133 0.969  C104 1.089
114 H 0.117 4.946 1.677  C104 1.091
115 H -0.114 9.695 1.552  C109 1.088
116 H -1.562 9.685 2.600  C109 1.090
117 H -1.654 10.334 0.954  C109 1.087

Gap between HOMO and LUMO (alpha / beta)   9.15 / 9.38 eV
2S+1   2
Relative energy (zero: lowest compared OMol25 entry of this formula, charge and spin)   0.00 kcal per mole
HOMO energy (alpha / beta)   -0.3241 / -0.3446 Eh
Charge   0
Max |F|   3.0 eV Å⁻¹

Atomic partial charges in e from the Mulliken method, atoms 1 to 8: number 1, C, carries -2.381; number 2, C, carries 4.233; number 3, C, carries -0.422; number 4, C, carries -0.630; number 5, C, carries -0.676; number 6, C, carries -0.515; number 7, C, carries -1.436; number 8, C, carries 0.092

=====

No. 2
# C36H65Br2ClF3N4O9P2S

4 unconnected molecules or ions with the total composition C36H65Br2ClF3N4O9P2S in a non-equilibrium geometry (ωB97M-V with the def2-TZVPD basis set, OMol25).

Bonds (Å) are listed after each position.
Positions of all 123 atoms, in Å:
1 C 3.972 1.811 -0.711  C2 1.518, H44 1.171, H45 1.187
2 C 2.788 1.159 -0.019  C1 1.518, C3 1.667, H46 1.169
3 C 1.349 1.998 0.041  C2 1.667, N4 1.455, H47 1.197, H48 1.189
4 N 0.122 1.247 -0.175  C3 1.455, C5 1.478, C31 1.482
5 C -0.480 1.187 -1.524  N4 1.478, N6 1.402, N14 1.484
6 N -1.046 2.274 -2.204  C5 1.402, C7 1.518, P11 1.820
7 C -1.700 2.183 -3.571  N6 1.518, C8 1.665, H49 1.195, H50 1.167
8 C -0.664 2.712 -4.763  C7 1.665, O9 1.341, Br10 2.040
9 O 0.670 2.765 -4.639  C8 1.341
10 Br -1.389 3.395 -6.544  C8 2.040
11 P -1.078 3.942 -1.477  N6 1.820, O12 1.769, Cl13 2.133
12 O -2.725 4.586 -1.511  P11 1.769, H51 1.008
13 Cl 0.106 5.300 -2.619  P11 2.133
14 N -0.590 -0.132 -2.193  C5 1.484, C15 1.458, C20 1.496
15 C 0.542 -0.697 -2.917  N14 1.458, C16 1.612, H52 1.195, H53 1.197
16 C 1.883 0.148 -3.210  C15 1.612, C17 1.638, H54 1.165, H55 1.194
17 C 3.177 -0.760 -2.783  C16 1.638, C18 1.628, H56 1.172, H57 1.194
18 C 3.418 -2.129 -3.631  C17 1.628, C19 1.634, H58 1.194, H59 1.194
19 C 2.661 -2.231 -5.076  C18 1.634, H60 1.170, H61 1.193, H62 1.169
20 C -1.345 -1.024 -1.259  N14 1.496, O21 1.483, C25 1.635, H63 1.195
21 O -2.785 -0.775 -1.509  C20 1.483, C22 1.486
22 C -3.222 -1.426 -2.771  O21 1.486, C23 1.660, H64 1.184, H65 1.182
23 C -4.397 -0.569 -3.571  C22 1.660, C24 1.640, H66 1.193, H67 1.171
24 C -5.045 0.654 -2.692  C23 1.640, H68 1.193, H69 1.187, H70 1.177
25 C -0.896 -1.012 0.313  C20 1.635, C26 1.675, P28 1.911, C31 1.677
26 C 0.446 -2.015 0.339  C25 1.675, C27 1.481, H71 1.173
27 C 0.410 -3.494 0.277  C26 1.481, H72 1.182, H73 1.171
28 P -2.279 -1.937 1.254  C25 1.911, O29 1.752, Br30 2.322
29 O -1.703 -2.756 2.692  P28 1.752, H74 0.998
30 Br -3.092 -3.720 0.009  P28 2.322
31 C -0.536 0.506 0.927  N4 1.482, C25 1.677, C32 1.636, S37 1.877
32 C 0.379 0.224 2.253  C31 1.636, C33 1.623, H75 1.180, H76 1.195
33 C 0.492 1.393 3.374  C32 1.623, C34 1.676, H77 1.170, H78 1.166
34 C 1.268 0.685 4.680  C33 1.676, C35 1.636, H79 1.177, H80 1.194
35 C 0.278 -0.231 5.607  C34 1.636, N36 1.525, H81 1.194, H82 1.169
36 N -0.516 0.686 6.531  C35 1.525, H83 1.052, H84 1.044
37 S -2.046 1.517 1.396  C31 1.877, O38 1.582, O39 1.580, C40 1.852
38 O -1.632 3.023 1.647  S37 1.582
39 O -3.115 1.645 0.239  S37 1.580
40 C -2.995 1.003 2.901  S37 1.852, F41 1.471, F42 1.498, F43 1.505
41 F -2.351 0.056 3.825  C40 1.471
42 F -3.376 2.217 3.692  C40 1.498
43 F -4.297 0.376 2.481  C40 1.505
44 H 4.973 1.249 -0.939  C1 1.171
45 H 3.835 2.926 -1.094  C1 1.187
46 H 2.967 0.107 0.458  C2 1.169
47 H 1.474 2.776 -0.861  C3 1.197
48 H 1.275 2.703 0.995  C3 1.189
49 H -2.581 2.990 -3.566  C7 1.195
50 H -2.210 1.161 -3.812  C7 1.167
51 H -3.397 3.835 -1.505  O12 1.008
52 H 0.883 -1.711 -2.384  C15 1.195
53 H 0.141 -1.074 -3.981  C15 1.197
54 H 2.008 1.185 -2.695  C16 1.165
55 H 1.931 0.365 -4.384  C16 1.194
56 H 4.168 -0.133 -2.795  C17 1.172
57 H 2.988 -1.092 -1.651  C17 1.194
58 H 4.588 -2.187 -3.859  C18 1.194
59 H 3.208 -3.079 -2.940  C18 1.194
60 H 1.540 -2.497 -4.872  C19 1.170
61 H 3.120 -3.175 -5.643  C19 1.193
62 H 2.814 -1.313 -5.783  C19 1.169
63 H -1.161 -2.143 -1.638  C20 1.195
64 H -3.681 -2.505 -2.602  C22 1.184
65 H -2.347 -1.566 -3.552  C22 1.182
66 H -3.899 -0.134 -4.564  C23 1.193
67 H -5.269 -1.271 -3.913  C23 1.171
68 H -6.058 0.979 -3.233  C24 1.193
69 H -4.362 1.626 -2.703  C24 1.187
70 H -5.219 0.325 -1.576  C24 1.177
71 H 1.498 -1.497 0.352  C26 1.173
72 H 0.972 -4.090 1.129  C27 1.182
73 H -0.150 -4.069 -0.577  C27 1.171
74 H -0.707 -2.803 2.734  O29 0.998
75 H 1.486 -0.125 2.043  C32 1.180
76 H -0.125 -0.706 2.808  C32 1.195
77 H 1.171 2.310 3.115  C33 1.170
78 H -0.503 1.815 3.810  C33 1.166
79 H 1.842 1.536 5.256  C34 1.177
80 H 2.103 -0.005 4.178  C34 1.194
81 H 0.990 -0.863 6.328  C35 1.194
82 H -0.368 -1.017 5.032  C35 1.169
83 H -0.452 0.284 7.501  N36 1.052
84 H -1.501 0.728 6.188  N36 1.044
85 C -5.779 2.954 7.069  C86 1.507, C89 1.513, H90 1.093, H91 1.097
86 C -6.080 2.617 5.631  C85 1.507, C87 1.513, H92 1.096, H93 1.093
87 C -7.568 2.348 5.674  C86 1.513, O88 1.434, H94 1.095, H95 1.094
88 O -8.110 3.170 6.717  C87 1.434, C89 1.434
89 C -7.024 3.706 7.485  C85 1.513, O88 1.434, H96 1.095, H97 1.093
90 H -4.864 3.537 7.202  C85 1.093
91 H -5.687 2.031 7.655  C85 1.097
92 H -5.875 3.487 4.996  C86 1.096
93 H -5.504 1.771 5.248  C86 1.093
94 H -7.777 1.304 5.929  C87 1.095
95 H -8.063 2.582 4.727  C87 1.094
96 H -6.941 4.772 7.247  C89 1.095
97 H -7.241 3.602 8.552  C89 1.093
98 C 6.015 -1.995 6.548  C99 1.507, C102 1.513, H103 1.093, H104 1.097
99 C 5.348 -1.002 7.464  C98 1.507, C100 1.513, H105 1.096, H106 1.093
100 C 4.664 -0.075 6.483  C99 1.513, O101 1.434, H107 1.095, H108 1.094
101 O 4.330 -0.862 5.331  C100 1.434, C102 1.434
102 C 5.003 -2.125 5.431  C98 1.513, O101 1.434, H109 1.095, H110 1.093
103 H 6.245 -2.950 7.028  C98 1.093
104 H 6.949 -1.572 6.160  C98 1.097
105 H 4.598 -1.512 8.081  C99 1.096
106 H 6.042 -0.482 8.129  C99 1.093
107 H 5.337 0.725 6.157  C100 1.095
108 H 3.758 0.377 6.895  C100 1.094
109 H 4.251 -2.887 5.664  C102 1.095
110 H 5.466 -2.373 4.472  C102 1.093
111 C 2.207 -2.710 -9.998  C112 1.507, C115 1.513, H116 1.093, H117 1.097
112 C 3.519 -2.357 -10.650  C111 1.507, C113 1.513, H118 1.096, H119 1.093
113 C 4.412 -2.113 -9.453  C112 1.513, O114 1.434, H120 1.095, H121 1.094
114 O 3.934 -2.958 -8.397  C113 1.434, C115 1.434
115 C 2.657 -3.488 -8.781  C111 1.513, O114 1.434, H122 1.095, H123 1.093
116 H 1.535 -3.280 -10.644  C111 1.093
117 H 1.690 -1.794 -9.686  C111 1.097
118 H 3.890 -3.214 -11.224  C112 1.096
119 H 3.460 -1.496 -11.321  C112 1.093
120 H 4.341 -1.075 -9.109  C113 1.095
121 H 5.462 -2.340 -9.660  C113 1.094
122 H 2.794 -4.549 -9.017  C115 1.095
123 H 1.957 -3.403 -7.945  C115 1.093

Gap between HOMO and LUMO   5.62 eV
Relative energy (zero: lowest compared OMol25 entry of this formula, charge and spin)   321.55 kcal per mole
HOMO energy   -0.3898 Eh
Charge   +1
Max |F|   10.2 eV Å⁻¹

Atomic partial charges in e from the Mulliken method, atoms 1 to 8: number 1, C, carries -0.943; number 2, C, carries -0.067; number 3, C, carries -0.258; number 4, N, carries 1.175; number 5, C, carries -2.665; number 6, N, carries 0.944; number 7, C, carries -0.370; number 8, C, carries 0.136

=====

> Which of these has the lowest relative energy (zero: lowest compared OMol25 entry of this formula, charge and spin)?

C36H64NO16

=====

> Which of these has the lowest relative energy (zero: lowest compared OMol25 entry of this formula, charge and spin)?

C36H64NO16

=====

> Look up the relative energy (zero: lowest compared OMol25 entry of this formula, charge and spin) of the first one.

0.00 kcal per mole

=====

> What is the formula in the first record?

C36H64NO16